1.
# C22H20N2O8

C22H20N2O8 in the gas phase in a non-equilibrium geometry (the ωB97M-V functional and the def2-TZVPD basis, the Open Molecules 2025 dataset).

Geometry as XYZ:
```
52
C22H20N2O8 (the ωB97M-V functional and the def2-TZVPD basis)
O 1.97334 2.61062 -0.21364
C 0.99222 2.20514 0.34155
C -0.44085 2.49115 0.08478
C -1.03681 3.31438 -0.84599
C -2.42750 3.37574 -0.85976
C -3.18806 2.63592 0.03072
C -2.58773 1.79293 0.96080
C -1.20952 1.73205 0.97192
C -0.29483 0.93308 1.82169
O -0.56133 0.09677 2.64958
N 0.97540 1.31799 1.42507
O 2.14247 0.85993 2.00701
C 2.30855 -0.55387 1.91613
C 3.78703 -0.88933 2.11982
O 4.63427 -0.58185 1.04511
C 4.37648 -1.25686 -0.17145
C 3.87326 -0.27072 -1.24161
O 3.51222 -0.91974 -2.44891
C 2.19953 -1.41988 -2.50101
C 1.14125 -0.30237 -2.56096
O 0.59321 0.01168 -1.27792
N -0.56310 -0.67355 -0.95012
C -1.83194 -0.21445 -1.31376
O -2.05128 0.68323 -2.08126
C -2.76041 -1.10087 -0.57768
C -4.13809 -1.09082 -0.51442
C -4.75484 -2.04175 0.29353
C -4.01081 -2.96899 1.00643
C -2.62070 -2.98516 0.93665
C -2.01037 -2.04107 0.13814
C -0.57673 -1.79723 -0.12342
O 0.39954 -2.40039 0.23437
H -0.44058 3.88383 -1.54099
H -2.92192 4.00675 -1.58218
H -4.26490 2.70616 -0.00306
H -3.17124 1.20364 1.65193
H 1.71470 -1.04488 2.69637
H 1.96563 -0.90989 0.94163
H 4.17052 -0.30231 2.95666
H 3.84974 -1.96073 2.36568
H 3.65281 -2.06727 -0.02683
H 5.31920 -1.70064 -0.51241
H 4.68422 0.41321 -1.49998
H 3.04565 0.32531 -0.84646
H 2.16184 -2.00927 -3.42018
H 1.98213 -2.07929 -1.64958
H 0.33204 -0.55715 -3.24996
H 1.61196 0.62693 -2.89058
H -4.70902 -0.36406 -1.07066
H -5.83178 -2.05477 0.36844
H -4.51790 -3.69072 1.62866
H -2.03474 -3.70122 1.49042
```

Values from the calculation:
Energy relative to the best compared isomer or geometry (same formula, charge and spin) (eV): 2.948
Total charge: 0
SMILES: O=C1c2ccccc2C(=O)N1OCCOCCOCCON1C(=O)c2ccccc2C1=O

=====

2.
# C22H20N3

2 unconnected molecules or ions with the total composition C22H20N3 in a non-equilibrium geometry (the ωB97M-V functional and the def2-TZVPD basis, the Open Molecules 2025 dataset).

Geometry as XYZ:
```
45
C22H20N3 (the ωB97M-V functional and the def2-TZVPD basis)
C 1.15768 0.91833 3.20589
C 2.41955 0.24279 3.01924
C 3.61115 1.00041 2.90621
C 4.83121 0.38489 2.61698
C 4.88946 -1.00844 2.44188
C 3.72508 -1.78245 2.55625
C 2.50233 -1.16799 2.84540
C -0.03186 0.30507 2.79175
C -1.28259 0.91641 2.82370
C -2.52766 0.23829 2.60346
C -3.72884 0.99428 2.46807
C -4.96436 0.37032 2.35275
C -5.04888 -1.03262 2.32435
C -3.87479 -1.80084 2.39170
C -2.62874 -1.18344 2.50847
H 1.15988 1.99923 3.32842
H 3.54006 2.08020 2.96937
H 5.72214 0.99409 2.49140
H 5.85190 -1.49546 2.21963
H 3.76316 -2.86352 2.38480
H 1.59612 -1.77814 2.88024
H 0.05498 -0.69362 2.36477
H -1.32841 1.99984 2.95426
H -3.65200 2.08135 2.48223
H -5.87288 0.97309 2.29999
H -6.02200 -1.52186 2.25711
H -3.94181 -2.89421 2.36903
H -1.71828 -1.78612 2.56239
C 1.08039 1.19248 8.65256
N 1.47250 1.71296 7.36298
N 1.13130 1.10541 6.20958
N 1.60076 1.83727 5.21127
C 2.27649 2.92981 5.71504
C 2.19454 2.86050 7.10902
C 2.72534 3.80870 7.97360
C 3.38399 4.88023 7.35597
C 3.49083 4.97720 5.94675
C 2.93043 4.01490 5.09496
H 1.48152 1.87486 9.39001
H -0.01383 1.13306 8.74239
H 1.48362 0.18144 8.80248
H 2.61210 3.68067 9.04010
H 3.83290 5.67115 7.97021
H 4.02630 5.83485 5.51744
H 2.96092 4.05852 4.00677
```

Values from the calculation:
Energy relative to the best compared isomer or geometry (same formula, charge and spin) (eV): 4.014
Total charge: +1

=====

3.
# C22H20N3O2

2 unconnected molecules or ions with the total composition C22H20N3O2 in a non-equilibrium geometry (the ωB97M-V functional and the def2-TZVPD basis, the Open Molecules 2025 dataset).

Geometry as XYZ:
```
47
C22H20N3O2 (the ωB97M-V functional and the def2-TZVPD basis)
O -0.09280 -3.34755 -2.74424
C -1.24147 -3.21898 -2.26892
O -1.96869 -3.85801 -1.46358
C -1.91631 -1.88225 -2.66865
C -3.47027 -1.90828 -2.68451
C -3.85766 -1.22232 -1.43331
C -2.69950 -0.75705 -0.77325
C -2.77608 -0.21477 0.51293
C -4.04998 0.05041 1.06178
C -5.18553 -0.39651 0.40295
C -5.10105 -1.09907 -0.81618
N -1.57006 -1.08077 -1.50089
C -0.27340 -0.84812 -1.15946
C 0.05563 0.07726 -0.17390
C 1.28529 -0.03894 0.48924
C 1.48079 0.57722 1.80301
C 2.12798 -0.11041 2.85372
C 2.19281 0.44447 4.12682
C 1.64548 1.71604 4.38303
C 1.01405 2.41600 3.34163
C 0.92226 1.84739 2.06662
H -1.46424 -1.45237 -3.57268
H -3.77257 -1.37746 -3.60241
H -3.89006 -2.93017 -2.70212
H -1.90124 -0.01895 1.10605
H -4.13554 0.58385 2.01516
H -6.17587 -0.23920 0.84452
H -5.97411 -1.53970 -1.27588
H 0.51105 -1.32231 -1.76409
H -0.64477 0.89731 0.04797
H 1.97874 -0.81165 0.15382
H 2.53852 -1.09653 2.62425
H 2.64212 -0.13642 4.93346
H 1.67342 2.11368 5.40556
H 0.56026 3.39010 3.56001
H 0.43602 2.40526 1.26221
C 4.93038 0.07722 -0.40556
C 4.00207 1.04741 -0.97580
N 4.37431 2.09526 -1.77096
C 3.21254 2.74692 -2.07072
C 2.14508 2.04792 -1.45387
N 2.64810 0.98301 -0.78612
H 4.40341 -0.72420 0.12409
H 5.53949 -0.38236 -1.19452
H 5.60369 0.55166 0.32035
H 3.14383 3.65750 -2.66477
H 1.09388 2.28847 -1.51277
```

Values from the calculation:
Energy relative to the best compared isomer or geometry (same formula, charge and spin) (eV): 0.139
Total charge: -1